Formula: C21H24AuIN2OS3
Source: the Open Molecules 2025 dataset
Level of theory: ωB97M-V with the def2-TZVPD basis set

```
53
Properties=species:S:1:pos:R:3:forces:R:3:lowdin_charge:R:1
H 0.9730 -1.4303 2.7592 -0.0953 0.0659 0.0297 0.108
N 2.1874 2.1859 -0.6197 -1.1359 -0.0725 -0.1405 -0.092
H -3.8336 -0.7251 1.9635 -0.0953 -0.0301 0.0787 0.053
C -1.2765 1.3750 2.6107 -0.9930 -0.8896 0.0688 -0.828
H 2.4152 3.7668 0.7395 -0.1421 0.0009 -0.0189 0.101
C 3.5641 -1.9605 0.8595 -0.1831 0.3410 -0.0923 -0.216
C 0.3306 -2.7257 -0.3026 0.1358 0.0159 -0.1380 -0.083
H -2.7162 -4.3160 2.6903 -0.0268 -0.0474 0.0028 0.074
H -0.7652 2.0185 4.5953 -0.0225 -0.0037 0.0490 0.063
C -1.3349 1.4485 -5.0018 -0.0094 0.0016 -0.1082 -0.104
H -1.6585 1.4202 -6.0346 -0.0122 0.0070 0.0039 0.098
C -1.7296 2.4900 -4.1755 0.0715 -0.0267 0.0171 -0.099
C -1.1932 -3.6316 1.3378 -0.0413 -0.0065 -0.0105 -0.276
H 2.5872 0.9673 -2.1611 0.0173 -0.0071 -0.0211 0.118
H 0.5111 -0.3182 -2.7843 -0.0383 -0.0476 0.0141 0.068
H -3.2070 -4.2590 0.9916 -0.0420 -0.0329 0.0394 0.082
H -2.1493 -5.5497 1.5529 -0.0146 -0.0121 0.0265 0.082
H -1.9125 3.0476 3.7475 0.0105 0.0154 0.0783 0.082
H -2.4606 1.5157 4.4304 0.0063 -0.0292 0.0205 0.061
C 2.7300 3.3143 -0.1857 0.1240 0.0986 -0.0469 -0.188
Au 0.0041 1.4390 -0.3416 -0.5671 -0.4118 1.5124 0.745
C -0.7200 -3.5632 0.0292 0.0245 0.0356 0.0764 -0.041
H -2.3625 3.2808 -4.5583 0.0029 0.0004 -0.0093 0.099
C -3.4258 0.0895 2.5639 -0.1029 0.2181 -0.3798 -0.136
C -0.5187 1.5117 -2.3333 0.0944 -0.6147 0.2968 -0.335
O 2.3684 -0.8531 -1.2207 0.0213 0.1722 -0.5846 -0.562
H 4.5330 -1.5055 0.6618 -0.0339 0.0834 -0.0114 0.049
S -1.9369 0.0721 0.3041 1.5875 1.0177 -1.4511 0.704
C 3.7167 3.7299 -1.0854 0.2482 0.2714 0.0737 -0.754
I 4.9220 5.4103 -0.9157 -0.1811 -0.2668 -0.0584 0.853
H -0.8866 -2.9476 3.3507 -0.0720 0.0388 -0.0176 0.115
H -1.1837 -4.1672 -0.7416 -0.0474 0.0233 -0.0052 0.118
H -4.1752 0.8840 2.6100 -0.0766 -0.0852 0.0020 0.083
C -1.6297 2.0073 3.9292 0.1525 -0.0707 0.0016 -0.134
H -3.2491 -0.2801 3.5731 -0.0006 -0.0551 -0.0182 0.073
C -1.3275 2.5168 -2.8452 -0.0434 0.1928 0.1230 -0.134
H 3.4197 -2.0905 1.9303 0.0377 -0.0560 0.0245 0.052
H 4.3172 2.7191 -2.9894 0.0473 -0.1093 0.0198 0.124
N 2.7863 1.8859 -1.7739 0.1024 -0.0276 -0.1609 0.007
C -2.1429 0.5865 1.9370 0.3355 0.8014 1.3048 -0.805
C -0.1187 0.4752 -3.1709 0.0464 -0.0660 -0.0750 -0.146
S 2.2557 -0.8294 0.2679 0.3379 -1.0251 0.5922 0.862
H 3.4711 -2.9062 0.3307 -0.0586 -0.0134 -0.0154 0.062
C 0.4913 -2.0331 1.9982 0.0628 0.0746 0.0050 -0.103
S 0.3188 1.7405 2.0582 0.4904 0.2991 -1.3019 0.539
C 3.7281 2.7834 -2.0918 -0.1129 0.0674 0.1368 -0.118
C 0.9154 -1.9530 0.6831 0.1211 0.0626 0.1190 -0.439
C -0.5582 -2.8779 2.3206 0.0414 0.0055 -0.0301 -0.038
H 0.7053 -2.6620 -1.3166 -0.0555 0.0470 -0.0190 0.108
C -0.5247 0.4414 -4.4996 0.0494 0.0368 0.0450 -0.097
C -2.3833 -4.4901 1.6683 0.0693 0.0316 -0.0491 -0.047
H -1.6583 3.3334 -2.2142 -0.0280 -0.0359 0.0401 0.091
H -0.2131 -0.3815 -5.1311 -0.0065 0.0170 -0.0382 0.099
```
Positions in Å, forces in eV/Å.

Computed properties:
Electronic energy   -71491.192 eV
Frontier orbital gap (alpha / beta)   5.78 / 5.78 eV
Highest occupied orbital energy (alpha / beta)   -6.799 / -6.799 eV
Strongest force on any atom   0.046 hartree/bohr

***

Formula: C2H5N3O2
Source: the Open Molecules 2025 dataset
Level of theory: ωB97M-V with the def2-TZVPD basis set

```
12
Properties=species:S:1:pos:R:3:forces:R:3:lowdin_charge:R:1
N -0.2202 -0.0658 0.1852 2.0064 -2.0754 0.2873 -0.003
N 2.0424 0.9832 -0.0168 -0.9314 -0.7959 -0.2854 -0.011
C 0.8687 -0.9039 -0.3077 -0.4550 1.1532 2.1735 -0.172
N 2.0441 -0.4193 -0.3019 -0.4402 0.5939 0.0219 -0.041
H -0.4958 0.8471 -0.1183 0.4012 0.6995 -0.7648 0.102
H 2.9883 1.2147 0.0473 1.6730 0.5718 -0.0517 0.041
H -3.2420 -0.9192 0.0251 -0.3786 0.4485 -0.7844 0.144
C -2.4380 -0.1962 -0.1606 -0.7953 4.5522 1.7399 -0.235
H 0.6978 -2.0038 -0.1742 0.0438 1.2093 -0.8612 0.137
H 1.6289 1.2374 0.8927 -0.1896 -0.6654 -0.4295 0.089
O -2.5399 1.0900 -0.2787 0.8807 -6.1546 -0.0858 -0.006
O -1.3343 -0.8644 0.2079 -1.8151 0.4629 -0.9597 -0.045
```
Positions in Å, forces in eV/Å.

Computed properties:
Electronic energy   -10716.675 eV
Structure (SMILES)   N/N=C\NOC=O
Frontier orbital gap   9.62 eV
Highest occupied orbital energy   -8.940 eV
Strongest force on any atom   0.121 hartree/bohr

***

Formula: C6H13NO4
Source: the Open Molecules 2025 dataset
Level of theory: ωB97M-V with the def2-TZVPD basis set

```
24
Properties=species:S:1:pos:R:3:forces:R:3:lowdin_charge:R:1
O -2.3208 0.6624 0.1262 0.6968 0.5269 0.2298 -0.072
H -2.6618 0.7215 1.0637 0.8420 0.1004 -1.6177 0.120
C 0.2773 -0.7535 -1.4515 4.5770 0.6506 -0.1168 -0.263
H 0.0859 -1.2082 -2.4010 -1.0682 0.2833 -0.6160 0.142
C 0.9983 0.6316 1.6732 2.3518 -2.5174 3.2874 -0.223
C -0.2006 0.7309 -1.3734 -2.4880 -1.7030 1.1771 -0.191
H -2.0410 1.1516 -1.7540 0.1611 -0.3569 -0.6869 0.082
H -0.5600 -1.8932 1.5543 0.8719 -0.2102 -1.0695 0.141
N 0.0796 -1.3829 0.9196 -0.9312 -0.2420 1.3194 0.000
H 2.2599 1.8038 0.8001 0.0702 -1.0437 -0.3339 0.113
O -1.3064 0.7750 -2.2774 -0.2256 0.8797 0.2269 -0.041
H -1.0649 -0.0507 1.8878 0.4308 0.5812 1.0294 0.138
C -0.2511 -0.0106 1.1753 0.4691 1.7540 -0.9311 -0.312
O 1.7392 -0.8747 -1.5588 0.6979 0.4140 -1.0733 -0.071
H 0.5618 1.4957 -1.6630 -0.3821 -0.8508 0.6089 0.160
H 2.3139 -0.4842 -0.8931 -0.8143 0.3435 0.4947 0.059
O 2.1051 0.8338 0.7883 -0.7784 1.6008 -0.5126 -0.058
H -0.6977 1.9848 0.3660 -0.0363 0.2204 0.4068 0.137
H -1.1241 -1.9955 -0.7085 0.5168 -0.0486 0.5728 0.145
C -0.0460 -1.7598 -0.4265 -4.1087 -1.4222 -1.0769 -0.209
H 0.4719 -2.6870 -0.5967 0.5156 -0.1262 -0.4199 0.124
C -0.8604 0.9470 0.1036 0.0052 -1.6625 -0.4842 -0.180
H 0.7551 1.5007 2.2235 -0.0279 1.3321 0.5164 0.102
H 1.4866 -0.1385 2.4226 -1.3454 1.4969 -0.9308 0.157
```
Positions in Å, forces in eV/Å.

Computed properties:
Electronic energy   -16110.023 eV
Structure (SMILES)   OC[C@@H]1NC[C@H](O)[C@@H](O)[C@H]1O
Frontier orbital gap   9.14 eV
Highest occupied orbital energy   -8.843 eV
Strongest force on any atom   0.093 hartree/bohr

***

Formula: C4H4ClFN2
Source: the Open Molecules 2025 dataset
Level of theory: ωB97M-V with the def2-TZVPD basis set

```
12
Properties=species:S:1:pos:R:3:forces:R:3:lowdin_charge:R:1
H 1.1911 1.9797 0.0680 1.2498 0.5419 -0.1607 0.084
C -0.5474 -0.8094 -0.2252 0.1284 -0.3057 0.2565 -0.296
Cl -3.1722 -0.4553 -0.0098 -0.8069 0.3658 0.1180 0.709
N 1.8529 -0.7473 0.1432 2.0110 -0.6991 -4.9545 0.059
H -1.5450 2.2492 0.0908 0.2517 0.2657 0.0727 0.096
C -1.5757 0.0991 -0.0893 1.8708 -2.2740 -0.2577 -0.689
N 0.6705 -0.1481 -0.3559 0.5639 -0.0880 2.5643 -0.118
F -0.5685 -2.1719 -0.0415 0.1687 1.9911 -0.6944 0.059
H 2.2953 -1.4643 -0.5570 -1.4863 1.9970 1.7392 0.143
C 0.4729 1.2376 -0.0732 -5.3318 -2.5284 -0.5496 -0.019
H 1.8855 -1.1183 1.0368 -0.9126 -0.6302 2.0526 0.053
C -0.9595 1.3488 0.0132 2.2932 1.3639 -0.1864 -0.083
```
Positions in Å, forces in eV/Å.

Computed properties:
Electronic energy   -22430.544 eV
Structure (SMILES)   Nn1ccc(Cl)c1F
Frontier orbital gap   9.17 eV
Highest occupied orbital energy   -8.372 eV
Strongest force on any atom   0.115 hartree/bohr